# 1
Molecular formula: C85H174F15N7O14S4
Method: DFT, wB97M-V/def2-TZVPD

Last column: Mulliken charge in e.
CARTESIAN COORDINATES (ANGSTROEM)
C: 12.611 -0.177 -4.448  -1.344
C: 11.501 0.323 -3.496  -0.496
C: 11.157 -0.786 -2.438  -0.490
C: 9.950 -0.332 -1.524  -0.866
N: 9.410 -1.521 -0.565  0.291
C: 10.540 -2.383 -0.007  -0.611
C: 10.039 -2.921 1.316  -1.180
C: 8.745 -2.128 1.626  -0.711
C: 8.797 -0.990 0.714  -0.682
C: 8.472 -2.413 -1.429  -1.125
C: 7.064 -1.759 -1.689  -0.643
C: 5.917 -2.760 -1.265  -1.529
H: 13.661 -0.107 -4.163  0.374
H: 12.701 0.592 -5.215  0.392
H: 12.511 -1.132 -4.963  0.354
H: 10.577 0.455 -4.059  0.356
H: 11.736 1.254 -2.980  0.344
H: 12.038 -0.875 -1.803  0.361
H: 10.872 -1.694 -2.969  0.333
H: 9.075 0.092 -2.019  0.413
H: 10.308 0.450 -0.855  0.504
H: 10.821 -2.965 -0.885  0.549
H: 11.244 -1.607 0.293  0.440
H: 9.866 -3.969 1.072  0.335
H: 10.855 -2.851 2.036  0.403
H: 7.825 -2.700 1.513  0.330
H: 8.534 -1.848 2.658  0.720
H: 7.860 -0.509 0.434  0.214
H: 9.417 -0.175 1.086  0.611
H: 8.359 -3.275 -0.771  0.704
H: 8.864 -2.978 -2.274  0.512
H: 7.117 -1.693 -2.775  0.484
H: 6.889 -0.754 -1.305  0.612
H: 6.276 -3.788 -1.324  0.507
H: 5.152 -2.598 -2.025  0.456
H: 5.360 -2.675 -0.332  0.101
C: 0.197 4.715 2.530  -1.204
C: 0.494 3.417 3.288  0.390
C: 2.055 3.222 3.632  -0.710
C: 2.868 2.850 2.374  -0.518
N: 4.129 1.894 2.569  0.945
C: 4.812 1.520 1.242  -1.073
C: 5.497 0.267 1.501  1.824
C: 4.555 -0.510 2.443  -1.040
C: 3.619 0.549 3.105  0.710
C: 5.077 2.607 3.653  -0.686
C: 5.537 4.135 3.338  -0.298
C: 6.278 4.652 4.636  -1.367
H: -0.821 4.693 2.143  0.199
H: 0.882 4.683 1.683  0.042
H: 0.516 5.563 3.137  0.430
H: -0.012 2.549 2.867  -0.092
H: 0.080 3.610 4.278  0.302
H: 2.013 2.543 4.483  -0.028
H: 2.621 4.004 4.139  0.600
H: 3.263 3.631 1.725  0.758
H: 2.153 2.414 1.676  -0.227
H: 5.535 2.251 0.878  0.489
H: 4.056 1.429 0.463  0.095
H: 6.460 0.558 1.922  0.218
H: 5.692 -0.298 0.590  -1.104
H: 5.153 -1.007 3.207  0.362
H: 3.928 -1.286 2.003  0.150
H: 3.613 0.641 4.191  -0.368
H: 2.604 0.423 2.729  -0.272
H: 5.943 2.000 3.919  0.778
H: 4.424 2.607 4.526  0.066
H: 4.741 4.852 3.140  0.173
H: 6.119 4.056 2.419  0.317
H: 5.737 4.839 5.564  0.345
H: 6.864 5.562 4.508  0.411
H: 7.071 3.959 4.917  0.367
C: 0.023 6.961 -5.431  -1.340
C: -0.810 6.088 -4.440  -0.398
C: 0.047 4.997 -3.641  -0.012
C: 1.111 4.342 -4.552  -1.384
N: 2.081 3.223 -3.967  1.078
C: 1.530 1.774 -3.773  -0.140
C: 1.717 0.986 -5.176  -0.708
C: 2.715 1.825 -5.986  -0.845
C: 3.153 2.918 -5.049  -0.989
C: 2.745 3.669 -2.643  -1.136
C: 3.621 5.063 -2.838  -0.307
C: 4.070 5.615 -1.450  -1.358
H: -0.604 7.749 -5.849  0.417
H: 0.432 6.341 -6.229  0.344
H: 0.838 7.463 -4.910  0.312
H: -1.750 5.731 -4.861  0.296
H: -1.086 6.810 -3.671  0.388
H: -0.633 4.237 -3.256  0.051
H: 0.450 5.593 -2.822  0.390
H: 1.675 5.155 -5.008  0.400
H: 0.581 3.844 -5.364  0.564
H: 2.071 1.222 -3.004  0.236
H: 0.483 1.958 -3.531  -0.035
H: 2.031 -0.031 -4.939  0.298
H: 0.788 0.659 -5.644  0.308
H: 3.608 1.404 -6.449  0.420
H: 2.195 2.256 -6.841  0.316
H: 4.007 2.679 -4.415  0.608
H: 3.684 3.779 -5.456  0.421
H: 3.279 2.825 -2.207  0.746
H: 1.924 3.777 -1.934  0.352
H: 3.111 5.796 -3.464  0.280
H: 4.471 4.776 -3.457  0.406
H: 4.644 5.007 -0.751  0.267
H: 3.164 5.962 -0.952  0.352
H: 4.636 6.499 -1.745  0.429
C: -6.660 -0.320 7.459  -1.086
C: -5.874 1.039 7.525  -0.853
C: -5.023 1.376 6.302  -0.071
C: -3.870 0.263 6.114  -1.171
N: -2.579 0.691 5.392  1.127
C: -2.648 0.569 3.856  0.567
C: -2.353 -0.900 3.373  0.042
C: -2.047 -1.616 4.685  -0.473
C: -1.538 -0.462 5.445  -0.794
C: -1.922 2.006 5.829  0.429
C: -1.662 1.977 7.255  -0.555
C: -0.939 3.371 7.638  -1.427
H: -5.927 -1.080 7.727  0.242
H: -7.113 -0.508 6.485  0.266
H: -7.515 -0.490 8.113  0.379
H: -5.214 1.054 8.392  0.288
H: -6.693 1.718 7.764  0.456
H: -4.649 2.395 6.398  0.127
H: -5.735 1.371 5.477  0.321
H: -4.395 -0.533 5.587  0.538
H: -3.480 -0.155 7.042  0.598
H: -1.927 1.262 3.424  -0.513
H: -3.703 0.813 3.729  0.445
H: -1.410 -0.955 2.829  -0.619
H: -3.101 -1.349 2.720  0.030
H: -1.356 -2.457 4.634  0.725
H: -2.916 -1.921 5.267  0.259
H: -0.636 -0.105 4.948  -0.206
H: -1.387 -0.668 6.505  0.771
H: -2.570 2.771 5.401  0.484
H: -0.940 2.091 5.365  -1.191
H: -1.105 1.171 7.734  0.307
H: -2.662 2.058 7.682  0.289
H: -0.950 3.402 8.728  0.470
H: -1.598 4.214 7.427  0.410
H: 0.015 3.596 7.162  0.282
C: -5.381 -3.972 -8.843  -1.211
C: -3.963 -4.069 -8.112  -0.943
C: -4.118 -4.311 -6.621  -0.240
C: -4.017 -3.015 -5.841  -1.372
N: -4.736 -3.029 -4.534  1.388
C: -4.263 -4.257 -3.604  -1.037
C: -4.010 -3.623 -2.188  -0.527
C: -3.562 -2.261 -2.507  2.341
C: -4.367 -1.740 -3.705  0.166
C: -6.310 -3.128 -4.585  -1.267
C: -7.027 -2.024 -5.362  0.974
C: -8.585 -2.246 -5.425  -1.844
H: -5.898 -3.038 -8.623  0.244
H: -6.013 -4.851 -8.712  0.333
H: -5.137 -3.953 -9.905  0.440
H: -3.233 -3.291 -8.335  0.379
H: -3.495 -4.882 -8.666  0.469
H: -3.532 -5.102 -6.155  0.489
H: -5.151 -4.641 -6.510  0.185
H: -4.352 -2.116 -6.357  0.708
H: -2.968 -2.772 -5.670  0.352
H: -5.032 -5.006 -3.794  0.354
H: -3.336 -4.517 -4.114  0.318
H: -5.008 -3.600 -1.751  0.556
H: -3.265 -4.165 -1.606  -0.075
H: -3.689 -1.772 -1.541  0.189
H: -2.478 -2.227 -2.613  -1.410
H: -5.319 -1.412 -3.288  -0.513
H: -3.855 -0.982 -4.297  -0.605
H: -6.540 -3.298 -3.533  0.620
H: -6.618 -4.075 -5.026  0.599
H: -6.654 -1.960 -6.385  0.010
H: -6.891 -0.997 -5.024  -0.425
H: -9.131 -2.460 -4.506  0.335
H: -8.785 -3.150 -6.001  0.483
H: -9.028 -1.395 -5.942  0.434
C: 0.730 -9.052 4.005  -1.339
C: 1.096 -7.517 3.845  -0.516
C: 0.390 -6.979 2.580  -0.850
C: 0.950 -5.588 2.067  -0.955
N: 0.336 -5.169 0.672  0.454
C: 0.776 -5.994 -0.612  -0.634
C: 2.171 -5.449 -1.033  -0.825
C: 2.421 -4.123 -0.391  -0.396
C: 1.010 -3.814 0.313  -0.345
C: -1.227 -4.908 0.750  -0.673
C: -1.768 -4.065 1.944  0.957
C: -3.296 -3.945 1.785  -1.426
H: -0.319 -9.343 3.969  0.332
H: 1.254 -9.472 4.864  0.391
H: 1.169 -9.585 3.162  0.376
H: 2.180 -7.408 3.807  0.365
H: 0.759 -7.039 4.765  0.343
H: -0.662 -6.807 2.806  0.269
H: 0.232 -7.840 1.930  0.540
H: 2.026 -5.663 1.909  0.681
H: 0.729 -4.706 2.668  0.401
H: 0.073 -5.754 -1.410  0.195
H: 0.771 -7.083 -0.563  0.484
H: 2.169 -5.319 -2.115  0.444
H: 2.968 -6.160 -0.816  0.339
H: 2.529 -3.242 -1.023  0.416
H: 3.144 -3.966 0.410  0.253
H: 0.279 -3.347 -0.347  -0.520
H: 1.047 -3.179 1.199  0.684
H: -1.656 -5.908 0.686  0.570
H: -1.281 -4.506 -0.262  -0.039
H: -1.305 -3.116 2.216  -0.470
H: -1.538 -4.595 2.868  0.450
H: -3.626 -3.561 0.820  0.140
H: -3.776 -3.348 2.561  0.337
H: -3.639 -4.976 1.699  0.492
C: -9.728 2.111 -3.890  -1.757
C: -8.800 1.006 -3.496  0.553
C: -8.275 1.070 -2.032  -0.663
C: -7.527 2.397 -1.800  -0.666
N: -6.624 2.540 -0.542  0.829
C: -7.332 2.094 0.724  -0.970
C: -6.292 1.443 1.711  -0.583
C: -5.115 1.327 0.868  0.413
C: -5.459 1.491 -0.595  -0.565
C: -6.015 3.948 -0.398  -0.556
C: -5.233 4.554 -1.596  0.132
C: -4.915 6.081 -1.541  -1.571
H: -10.040 2.163 -4.933  0.450
H: -9.199 3.063 -3.855  0.344
H: -10.656 2.215 -3.328  0.354
H: -7.928 1.096 -4.144  -0.331
H: -9.397 0.105 -3.633  0.302
H: -7.598 0.229 -1.882  0.172
H: -9.148 0.834 -1.424  0.519
H: -8.202 3.251 -1.755  0.550
H: -6.844 2.494 -2.644  0.222
H: -7.912 2.887 1.197  0.572
H: -7.939 1.249 0.401  0.239
H: -6.287 2.279 2.410  0.025
H: -6.587 0.577 2.303  0.664
H: -4.424 2.116 1.165  -0.170
H: -4.539 0.442 1.139  0.324
H: -4.657 1.848 -1.241  0.049
H: -5.736 0.510 -0.984  -0.104
H: -5.362 3.960 0.474  0.038
H: -6.903 4.564 -0.256  0.653
H: -5.936 4.380 -2.410  0.205
H: -4.346 3.932 -1.711  0.106
H: -5.822 6.683 -1.478  0.401
H: -4.349 6.381 -2.422  0.391
H: -4.248 6.469 -0.771  0.349
C: 3.486 0.166 7.185  -0.538
O: 4.493 -0.849 6.793  -0.140
O: 4.045 1.468 6.845  -0.812
C: 2.139 -0.216 6.534  0.827
F: 2.136 -0.745 5.303  -0.081
F: 1.468 -0.969 7.432  -0.348
F: 1.323 0.852 6.484  -0.110
C: 4.592 -2.126 7.463  -0.251
C: 5.358 -2.969 6.431  -1.059
H: 4.805 -3.157 5.511  0.130
H: 6.202 -2.327 6.178  0.250
H: 5.612 -3.982 6.743  0.430
H: 3.638 -2.603 7.688  0.246
H: 5.004 -1.910 8.449  0.328
H: 3.507 0.032 8.266  0.385
C: -2.755 2.034 -5.422  0.280
F: -1.863 1.053 -4.939  -0.098
F: -2.310 3.239 -5.019  -0.154
F: -2.596 1.997 -6.725  -0.222
S: -4.588 1.599 -5.040  1.260
O: -5.371 2.757 -5.376  -0.739
O: -4.872 0.429 -5.921  -0.636
O: -4.719 1.280 -3.634  -0.578
C: -4.074 4.952 3.240  0.358
F: -3.302 5.365 2.249  -0.176
F: -5.398 5.156 2.844  -0.277
F: -3.883 3.683 3.569  -0.117
S: -3.828 6.017 4.866  1.152
O: -2.429 5.675 5.267  -0.612
O: -3.982 7.457 4.487  -0.663
O: -4.821 5.564 5.898  -0.685
C: 0.413 -3.158 -5.032  0.399
F: 1.694 -2.886 -5.169  -0.230
F: -0.023 -2.913 -3.804  -0.091
F: -0.234 -2.459 -6.033  -0.211
S: 0.094 -5.065 -5.296  0.860
O: -1.340 -5.230 -5.187  -0.618
O: 0.579 -5.420 -6.630  -0.688
O: 0.742 -5.706 -4.221  -0.587
C: -0.489 -0.567 -1.182  -0.633
F: 0.618 -1.046 -1.730  -0.051
F: -1.203 -0.025 -2.190  -0.018
F: -1.194 -1.526 -0.594  0.466
S: -0.150 0.823 0.162  0.511
O: -1.466 1.326 0.621  -0.572
O: 0.520 0.137 1.251  -0.542
O: 0.642 1.834 -0.578  -0.010

Its charge is +2. For the HOMO-LUMO gap, the calculation gives 5.337 eV. As for the energy: -7869.51377 hartree. The HOMO energy comes out at -9.58 eV.

# 2
Molecular formula: C85H70F17O3SSn
Method: DFT, wB97M-V/def2-TZVPD

Last column: Mulliken charge in e.
CARTESIAN COORDINATES (ANGSTROEM)
Sn: -3.083 -1.648 0.276  1.482
C: 0.535 0.321 0.246  -0.394
F: 0.216 -0.016 1.496  -0.008
F: 1.014 1.570 0.208  0.142
F: 1.429 -0.524 -0.369  0.051
S: -1.045 0.220 -0.676  1.487
O: -2.125 0.526 0.261  -0.653
O: -0.739 0.978 -1.842  -0.347
O: -1.308 -1.268 -0.869  -0.600
F: -4.762 0.117 0.982  0.088
C: -5.246 1.141 1.782  0.162
C: -4.458 2.269 1.883  0.012
C: -4.857 3.278 2.717  -0.725
C: -5.993 3.089 3.457  -0.619
C: -6.742 1.969 3.390  -0.627
C: -6.364 0.871 2.527  -0.707
H: -3.573 2.370 1.261  0.496
H: -4.197 4.142 2.656  0.486
H: -6.336 3.938 4.076  0.349
H: -7.663 1.852 3.956  0.424
H: -6.945 -0.043 2.368  0.503
F: -4.603 -2.784 2.531  0.104
C: -4.864 -3.329 3.759  0.299
C: -4.975 -4.692 3.915  -0.347
C: -5.236 -5.226 5.165  -0.629
C: -5.119 -4.433 6.300  -0.631
C: -5.000 -3.017 6.117  -0.484
C: -4.922 -2.489 4.849  -0.309
H: -5.059 -5.407 3.114  0.362
H: -5.323 -6.305 5.195  0.374
H: -5.213 -4.841 7.307  0.395
H: -4.938 -2.354 6.943  0.443
H: -4.774 -1.419 4.812  0.456
F: -0.409 -3.117 1.250  0.285
C: -1.044 -4.015 0.523  0.279
C: -0.558 -4.164 -0.788  -0.845
C: -1.221 -5.109 -1.600  -0.314
C: -2.285 -5.823 -1.130  -0.878
C: -2.753 -5.529 0.150  -0.514
C: -2.155 -4.649 1.070  -0.227
H: 0.314 -3.611 -1.095  0.583
H: -1.016 -5.270 -2.637  0.481
H: -2.885 -6.444 -1.841  0.363
H: -3.680 -6.037 0.473  0.285
H: -2.446 -4.450 2.095  0.482
F: 2.948 1.622 6.029  -0.363
C: 3.402 0.381 6.088  0.322
C: 3.529 -0.329 4.927  -0.775
C: 3.880 -1.710 5.042  0.108
C: 4.195 -2.255 6.262  -0.900
C: 4.085 -1.448 7.381  -0.245
C: 3.657 -0.113 7.326  -0.767
H: 3.131 0.037 4.024  0.896
H: 3.958 -2.301 4.123  0.451
H: 4.513 -3.296 6.384  0.425
H: 4.284 -1.931 8.329  0.365
H: 3.660 0.527 8.198  0.493
F: -1.354 7.934 -3.221  -0.337
C: -1.588 6.779 -2.562  0.385
C: -2.535 5.918 -3.080  -0.590
C: -2.729 4.730 -2.359  -0.258
C: -2.039 4.502 -1.168  -0.444
C: -1.076 5.408 -0.747  -0.308
C: -0.768 6.530 -1.485  -0.884
H: -3.037 6.143 -4.052  0.421
H: -3.430 4.013 -2.757  0.483
H: -2.074 3.529 -0.649  0.456
H: -0.445 5.187 0.126  0.429
H: -0.112 7.347 -1.280  0.560
F: 3.053 6.261 0.621  -0.286
C: 2.634 5.600 1.719  0.195
C: 2.723 6.312 2.880  -0.503
C: 2.041 5.878 4.022  -0.571
C: 1.409 4.612 3.952  -0.498
C: 1.417 3.853 2.785  -0.345
C: 1.993 4.382 1.604  -0.481
H: 3.333 7.233 2.933  0.367
H: 1.977 6.537 4.878  0.411
H: 0.790 4.237 4.759  0.434
H: 0.824 2.962 2.684  0.334
H: 1.891 3.977 0.621  0.920
F: 1.238 -4.707 4.222  -0.316
C: 2.354 -4.721 3.421  -0.029
C: 2.425 -3.635 2.565  0.259
C: 3.529 -3.502 1.700  -0.128
C: 4.544 -4.457 1.800  -0.204
C: 4.474 -5.527 2.691  -0.775
C: 3.399 -5.627 3.570  -0.655
H: 1.651 -2.826 2.798  0.356
H: 3.679 -2.676 1.043  0.196
H: 5.404 -4.434 1.135  0.293
H: 5.286 -6.187 2.787  0.482
H: 3.295 -6.489 4.267  0.397
F: 3.783 -0.038 0.586  0.050
C: 4.947 -0.643 0.501  0.311
C: 5.148 -1.552 -0.542  -0.166
C: 6.347 -2.311 -0.499  -0.464
C: 7.252 -2.201 0.531  -0.905
C: 7.010 -1.234 1.495  -0.374
C: 5.911 -0.446 1.514  -0.736
H: 4.339 -1.778 -1.233  0.483
H: 6.438 -3.000 -1.329  0.427
H: 8.195 -2.703 0.524  0.487
H: 7.757 -1.119 2.297  0.356
H: 5.529 0.215 2.285  0.505
F: 1.657 -2.442 -2.766  0.097
C: 2.869 -2.163 -3.410  -0.175
C: 3.813 -3.130 -3.475  -0.620
C: 4.861 -2.947 -4.384  -0.336
C: 4.851 -1.868 -5.240  -0.920
C: 3.955 -0.823 -5.049  -0.130
C: 2.958 -0.954 -4.074  -0.260
H: 3.656 -4.062 -2.908  0.434
H: 5.589 -3.768 -4.450  0.457
H: 5.622 -1.726 -6.000  0.350
H: 4.046 0.056 -5.676  0.553
H: 2.360 -0.079 -3.858  0.615
F: 0.074 0.580 -8.322  -0.344
C: 0.441 1.653 -7.621  0.331
C: 1.191 1.422 -6.473  -0.256
C: 1.542 2.494 -5.687  0.293
C: 1.163 3.789 -6.009  -0.740
C: 0.364 3.965 -7.126  -0.392
C: -0.037 2.887 -7.958  -0.814
H: 1.479 0.361 -6.312  0.309
H: 2.180 2.284 -4.831  0.194
H: 1.565 4.576 -5.401  0.561
H: 0.094 4.979 -7.345  0.410
H: -0.625 3.114 -8.850  0.458
F: -1.906 -1.417 2.645  0.493
C: -1.141 -1.241 3.709  0.167
C: -1.130 0.065 4.200  -0.846
C: -0.371 0.369 5.315  -0.751
C: 0.205 -0.679 5.993  -1.302
C: 0.172 -1.931 5.479  -0.238
C: -0.650 -2.296 4.383  -0.648
H: -1.629 0.886 3.711  0.647
H: -0.346 1.347 5.669  0.665
H: 0.742 -0.461 6.831  0.806
H: 0.660 -2.656 6.088  0.450
H: -0.648 -3.286 3.930  0.655
F: -3.468 -2.637 -2.411  -0.057
C: -3.601 -2.233 -3.686  0.301
C: -2.549 -1.504 -4.236  -0.254
C: -2.688 -1.161 -5.514  -0.490
C: -3.795 -1.481 -6.294  -0.783
C: -4.803 -2.263 -5.664  -0.754
C: -4.750 -2.557 -4.322  -0.735
H: -1.719 -1.204 -3.619  0.761
H: -1.801 -0.739 -6.012  0.453
H: -3.653 -1.177 -7.316  0.504
H: -5.602 -2.581 -6.322  0.407
H: -5.500 -3.143 -3.855  0.595
F: 6.677 4.769 -3.936  -0.348
C: 5.619 4.073 -3.372  0.401
C: 4.539 4.808 -2.879  -0.961
C: 3.440 4.168 -2.371  -0.535
C: 3.389 2.779 -2.383  -0.938
C: 4.465 2.095 -2.875  0.605
C: 5.629 2.734 -3.369  -1.057
H: 4.573 5.838 -2.913  0.617
H: 2.592 4.782 -2.092  0.681
H: 2.514 2.344 -1.894  0.570
H: 4.368 1.026 -2.960  0.444
H: 6.545 2.212 -3.647  0.475
F: -4.284 -0.136 -1.671  0.549
C: -5.118 0.600 -2.471  0.245
C: -4.425 1.366 -3.431  -0.210
C: -5.211 2.223 -4.213  -0.929
C: -6.576 2.114 -4.157  -0.689
C: -7.233 1.291 -3.253  -0.727
C: -6.469 0.474 -2.371  -0.784
H: -3.302 1.441 -3.517  0.652
H: -4.654 2.916 -4.801  0.585
H: -7.213 2.617 -4.878  0.388
H: -8.280 1.259 -3.138  0.497
H: -6.948 -0.094 -1.611  0.586

Its charge is +1. For the HOMO-LUMO gap, the calculation gives 7.876 eV. As for the energy: -5816.59842 hartree. The relative energy (zero: lowest compared OMol25 entry of this formula, charge and spin) comes out at 37.04 kcal per mole. The HOMO energy comes out at -10.73 eV.

- energy of number 1 (C85H174F15N7O14S4)?
  -7869.51377 hartree

- The lowest energy belongs to which entry?
  C85H174F15N7O14S4